1.
74
Properties=species:S:1:pos:R:3:forces:R:3 method="wB97M-V/def2-TZVPD" s2=8.834 spin_multiplicity=6 orbital_gap_ha="0.19550 / 0.24697" lumo_energy_ev="0.22 / -0.88" total_charge=0 homo_energy_ev="-5.1003 / -7.5985"
C -13.143 17.831 11.580 0.5446 -1.7932 -0.3086
C -8.381 18.493 8.168 -0.4450 -0.2867 0.7775
H -7.770 19.401 8.149 0.0513 -0.6344 -0.0503
H -6.524 18.172 10.357 -0.0572 0.0018 0.0848
H -9.789 12.040 12.233 0.1310 -0.0787 0.2569
H -9.193 18.795 6.225 -0.4606 -0.0335 0.7197
C -4.332 12.812 7.562 0.2373 0.1958 -1.2689
C -4.292 11.693 8.365 0.3251 -1.0741 0.6293
C -5.312 13.781 7.690 -0.1706 -1.2776 1.2965
H -6.950 18.239 12.916 -0.0980 0.0230 -0.2200
C -5.111 17.649 13.775 0.1614 -0.8781 -1.1369
H -11.741 11.896 8.547 0.4629 -0.3732 -0.8879
H -14.079 16.623 10.025 0.1166 0.0309 0.0947
H -9.744 15.623 14.389 -0.0127 -0.3053 0.3577
H -9.074 13.867 7.162 -0.0492 -0.0586 0.8612
H -12.385 11.902 6.894 -0.0985 0.2390 -0.1927
C -5.204 11.500 9.404 -0.3152 0.5936 0.0459
H -8.922 12.456 5.525 0.1587 -0.1252 -0.2582
H -5.022 18.591 14.298 0.0130 -0.2178 0.3848
C -9.305 18.245 7.177 1.3432 0.8163 -0.7694
H -10.920 15.575 8.560 0.7393 0.9775 -0.0269
O -2.579 15.531 15.170 -0.4457 2.2395 -0.6321
C -9.424 12.575 13.118 1.0454 1.0977 -1.3598
H -3.477 14.751 12.997 -0.8229 0.5811 0.1154
C -8.998 15.038 13.855 0.6320 -0.2170 -0.3640
C -9.587 14.071 12.886 -0.4559 -0.1456 -0.3519
C -12.360 15.629 10.835 0.1991 0.8019 1.8199
Ir -8.571 14.799 10.249 -0.8395 -0.5917 0.9780
H -9.959 12.246 13.971 -0.7013 -0.2381 0.9676
H -13.755 18.700 11.438 -0.4379 0.0633 0.0269
O -9.938 13.479 9.019 -1.0879 -1.5172 -2.4216
H -8.364 12.335 13.292 -0.2694 -0.1006 -0.0216
H -11.006 17.039 6.569 -0.1880 0.0969 -0.4101
C -8.330 17.565 9.274 1.1930 0.2561 -0.0878
C -10.345 14.527 11.806 -0.7989 -1.2744 -0.3802
C -5.404 15.340 12.184 -0.0939 -0.3259 -0.0907
C -10.231 17.216 7.286 -0.7759 -0.8230 0.9701
H -3.652 12.886 6.692 -0.2903 0.0303 0.7877
Cl -5.305 15.070 6.591 -0.3682 0.7298 -0.3166
C -9.772 13.263 7.792 0.8698 0.4111 0.0723
N -10.325 12.313 7.014 -1.0745 0.3213 1.5563
N -7.362 16.363 11.085 1.2924 0.9965 0.8120
H -10.329 16.939 13.302 -0.5165 0.0553 -0.3555
C -11.324 15.664 11.825 0.7088 1.0570 -0.9652
C -9.973 12.210 5.618 -0.3414 2.0144 -0.5267
C -11.180 16.831 12.629 -0.5854 -0.7968 -0.5291
O -2.390 17.762 15.133 -0.1134 0.6264 -0.7397
N -9.186 16.513 9.287 -2.2348 0.9029 -0.6726
C -4.279 15.519 12.977 -0.0523 -0.9426 -0.1009
C -6.192 17.466 12.915 -0.1197 0.8846 0.2976
H -5.558 14.379 11.684 0.1666 0.5349 -0.1920
C -6.303 13.640 8.734 0.8262 -0.2591 -1.1425
H -5.225 10.645 10.084 0.2625 0.2379 -0.3769
H -12.458 14.780 10.184 0.0484 -0.3353 -0.1166
C -6.355 16.369 12.063 0.5705 -0.2329 0.2431
H -10.771 13.682 11.184 0.4156 0.8644 0.7169
H -10.182 11.250 5.236 0.0264 -1.3488 -0.1220
H -11.409 10.548 7.356 0.1215 -0.1888 0.2889
C -13.284 16.662 10.766 0.3673 1.2223 0.2986
H -10.558 12.903 4.945 0.4290 -0.3785 0.8198
H -12.034 18.761 13.177 0.0483 -0.8560 -0.5794
C -6.147 12.492 9.570 -0.2222 0.3978 -0.0074
C -12.128 17.854 12.534 0.1836 0.8824 0.0569
C -10.201 16.417 8.423 0.2128 -0.0948 -0.9621
C -11.519 11.619 7.488 -0.1886 0.1055 0.5468
C -7.327 17.446 10.285 -1.0608 0.3113 -0.6078
H -3.535 10.927 8.209 -0.0939 0.2395 -0.1055
H -8.393 15.769 13.273 -0.2335 -0.4008 0.6091
H -2.544 18.510 14.504 -0.1400 -0.9980 0.6601
Cl -7.302 12.434 10.867 0.2870 -1.0000 0.2479
C -2.975 16.608 14.724 0.5108 -1.9554 0.6649
N -7.337 14.450 8.876 1.1026 0.1543 -0.0478
C -4.133 16.643 13.779 0.4070 0.6981 0.4688
H -8.363 14.466 14.537 0.0484 0.4655 0.1716



2.
75
Properties=species:S:1:pos:R:3:forces:R:3 method="wB97M-V/def2-TZVPD" orbital_gap_ha="0.16511 / 0.16783" lumo_energy_ev="-8.18 / -8.12" total_charge=+2 homo_energy_ev="-12.6746 / -12.6883"
H 6.121 3.821 1.040 0.1258 0.0431 0.0121
N 0.584 -2.141 -0.455 -0.5850 0.3658 0.4674
H -0.721 5.201 -1.140 0.0753 0.0522 -0.0750
C 1.475 -2.290 1.842 0.3268 -0.2271 0.0326
H -4.284 2.004 1.796 0.2306 -0.1461 -0.1003
C 4.222 3.737 2.052 -0.0858 0.0568 0.1013
C -2.361 -3.482 -2.811 -0.2478 0.1578 0.2203
H 3.290 -2.714 4.652 0.0372 -0.0082 0.0952
C 2.389 -2.869 2.720 -0.1283 0.2352 0.0822
H 1.802 -2.149 -4.223 -0.0346 -0.0192 -0.0014
H -1.366 -3.269 -3.187 0.1070 -0.0545 -0.0844
H 4.289 1.520 -2.726 0.0551 0.1144 -0.0496
C -0.615 0.604 -3.231 -0.0320 0.2556 -0.4158
C 0.619 -1.248 -2.694 0.3654 -0.3812 -0.7289
C -4.501 -2.661 -1.275 0.4289 -0.0422 -0.1406
C 4.183 0.633 -2.104 -0.1516 -0.2333 0.0109
C -3.376 0.239 1.667 -0.2030 -0.6141 0.1984
C -4.409 -1.624 2.789 0.2311 0.1972 -0.2128
O 2.132 0.279 -1.019 0.4500 0.3899 0.3007
N 0.818 -1.182 2.154 -0.1111 -0.0236 -0.3360
N -0.220 -0.286 -2.334 -0.0541 0.0100 0.4457
C 0.746 -0.389 -4.920 -0.1097 -0.0082 0.1880
N -1.602 2.184 0.032 -0.1150 -0.7242 0.3107
H -1.553 -2.397 1.180 0.0661 -0.1965 -0.0584
O 1.355 1.846 1.090 0.2443 0.1850 0.0368
N -3.461 1.580 1.382 -0.4290 0.4894 0.2160
C -4.423 -0.294 2.446 0.1764 -0.0412 -0.0711
H 5.507 2.223 -0.679 0.0552 -0.0309 -0.1280
C 5.132 3.393 1.047 -0.0276 0.3007 0.4485
C -3.148 3.843 0.764 0.1436 -0.0233 -0.0682
H -4.395 -3.526 -0.626 -0.1255 -0.0758 0.0600
C 1.084 -2.279 -1.695 0.1020 0.3804 -0.4788
C 1.851 -1.152 4.291 -0.1306 0.0916 -0.0767
H -0.055 2.811 -1.145 0.1869 0.0187 -0.0986
N -2.374 -0.530 1.242 0.0999 0.6880 -0.0455
C 0.989 -0.624 3.348 0.2558 0.0256 0.5736
C 2.584 -2.285 3.957 -0.0961 -0.0730 -0.1646
C 2.961 3.215 2.033 -0.0111 0.1330 0.1968
H 4.521 4.411 2.839 -0.0058 0.1120 0.0374
C 1.177 -2.980 0.536 0.0379 -0.3451 0.1863
H 0.407 0.264 3.548 -0.0346 0.1499 0.0755
C -2.697 2.509 0.713 -0.0321 0.4326 -0.1585
C -2.445 4.825 0.108 -0.0281 -0.3055 0.0792
C 4.769 2.487 0.060 -0.7190 -0.7629 -0.5090
C 3.192 0.893 -1.003 0.0862 -0.3817 -0.8178
C 3.514 1.895 0.017 0.3049 0.3885 0.3551
C -1.300 4.469 -0.603 0.1270 -0.2965 -0.0875
H -3.310 -3.465 2.577 0.0529 -0.1574 -0.0267
S -2.865 -2.083 -1.788 -0.0907 0.1333 0.0141
H -5.220 0.348 2.787 -0.0929 0.1207 0.0084
H -5.088 -2.917 -2.153 -0.1196 0.0082 0.0053
H 5.163 0.365 -1.721 0.1184 -0.0060 0.0539
H -5.191 -2.039 3.403 -0.1067 -0.0304 0.0464
H -2.776 5.852 0.146 -0.0356 0.0505 0.0046
C -0.931 3.142 -0.607 0.0871 0.7617 -0.1605
H 2.220 3.481 2.773 -0.0129 0.0273 0.0871
H 3.809 -0.188 -2.711 -0.0050 0.0199 -0.0157
H -4.038 4.089 1.323 -0.0907 -0.0085 0.0563
C 2.530 2.273 1.025 0.0623 0.0595 0.1643
Pb -0.163 0.042 0.177 -0.1320 -1.1175 -0.5738
H -3.055 -3.594 -3.639 0.0474 -0.0507 -0.1000
H 2.076 -3.473 0.141 -0.1454 0.1495 0.1488
H -1.319 1.348 -2.889 -0.0903 0.1031 -0.0144
H 1.945 -0.699 5.264 0.0125 0.1120 0.0543
C 1.121 -1.344 -3.989 -0.1013 0.0632 0.2016
H -2.346 -4.388 -2.211 0.0838 -0.1166 -0.0343
H 2.932 -3.755 2.428 0.0107 -0.0787 -0.0484
C -0.150 0.599 -4.539 -0.0090 -0.0718 0.1182
H -0.479 1.352 -5.236 -0.0766 0.0791 -0.0349
O 1.842 -3.166 -2.061 -0.1434 0.0424 0.1038
H -4.977 -1.848 -0.738 -0.1140 0.0637 0.0716
H 0.461 -3.779 0.791 0.1068 -0.0083 -0.0523
C -3.361 -2.419 2.330 0.1477 0.0421 -0.0750
H 1.143 -0.421 -5.923 -0.0008 0.0062 -0.1109
C -2.383 -1.828 1.565 -0.1847 -0.4558 0.2852



3.
77
Properties=species:S:1:pos:R:3:forces:R:3 method="wB97M-V/def2-TZVPD" s2=3.776 spin_multiplicity=4 orbital_gap_ha="0.16861 / 0.15524" lumo_energy_ev="-13.85 / -14.20" total_charge=+4 homo_energy_ev="-18.4399 / -18.4258"
H 5.516 -0.064 1.236 0.0466 0.0040 0.0138
C -3.071 -2.790 -1.997 -0.3663 -0.7394 -0.4881
C 2.623 -2.035 3.340 -0.1648 -0.0072 -0.0739
H 0.688 -3.656 -1.387 -0.0378 -0.0468 -0.1070
H -0.491 -2.671 0.157 -0.0356 0.0152 0.0341
Tc -0.053 0.105 0.362 0.1258 -1.4921 -0.4574
H -3.262 -3.494 -1.191 0.1314 0.2174 0.0757
N -3.227 -2.191 -4.209 -0.8689 -0.7790 -2.7099
C -2.999 -1.804 2.879 -0.1255 -0.0081 0.0323
H 1.823 -2.871 1.527 0.0535 -0.0489 0.0426
C -2.094 2.794 3.100 -0.0911 0.2208 0.1589
S 2.116 -1.182 -2.020 0.7722 0.0058 -0.6310
C 2.335 -3.069 2.462 -0.0053 -0.0672 -0.0898
C 3.812 0.311 2.422 -0.1251 0.0778 -0.2269
C 2.114 -2.795 -2.743 -0.3084 0.0426 -0.1129
C -1.724 0.582 -2.380 -0.3941 -0.8036 0.1241
C 0.190 2.717 1.628 0.2167 -0.2864 -0.2118
C 3.354 -4.584 4.034 -0.0033 0.0261 -0.0006
C 3.240 -2.240 4.568 0.0569 0.1606 0.1865
C 1.326 -3.820 -2.248 -0.0067 -0.2120 0.2082
H -1.567 3.553 -3.043 -0.0234 -0.0129 0.0041
C 3.026 -4.219 -4.426 0.0317 0.0157 0.0403
C 1.400 -5.066 -2.858 -0.0402 0.0414 0.1353
C 2.245 -5.264 -3.943 0.0352 0.0389 -0.0263
C -2.653 -1.041 -4.014 0.4267 0.4553 1.6634
N -2.485 0.499 2.582 0.3656 0.0319 -0.3445
H 3.434 -1.417 5.256 -0.0528 -0.1502 -0.1020
H 2.295 -6.236 -4.417 0.0037 0.0512 0.0243
H -2.531 -0.323 -4.827 -0.0291 -0.3539 0.0775
H 3.686 -4.373 -5.270 -0.0369 0.0002 0.0121
N -1.499 2.647 -2.588 -0.0026 0.1833 -0.0631
H 0.809 -5.891 -2.477 0.0019 0.0749 -0.0514
C 2.958 -2.967 -3.832 0.1126 0.2331 -0.2282
C 3.486 -1.399 -0.873 -0.1824 0.2059 0.3032
H 2.510 -5.185 2.150 0.0106 0.0808 0.0858
H 0.586 4.702 2.263 -0.0875 -0.0893 -0.0014
H 4.514 -1.470 1.447 0.0179 -0.0246 0.0132
H -3.013 2.798 3.679 0.1162 0.0090 -0.0355
N -1.151 1.047 -1.194 0.3951 -0.4386 0.5846
H -3.354 -3.897 3.104 0.0281 0.0852 -0.0731
N -1.377 -1.154 1.264 0.3551 0.4350 -0.0398
H -1.698 -4.506 1.301 -0.0121 0.0889 -0.0089
C -1.719 1.632 2.421 -0.1701 -0.4557 -0.0477
H 4.325 -1.762 -1.473 -0.0884 -0.0101 -0.0381
H 2.902 0.460 0.041 -0.1213 0.1575 -0.0199
C -2.261 -0.817 2.222 -0.0780 0.3482 0.0343
H -3.252 0.617 3.220 -0.2754 0.0236 0.1729
H 3.156 -2.204 -0.213 0.1004 -0.0646 0.0324
H 1.099 2.636 1.034 -0.0288 -0.0539 -0.0059
H 4.102 -3.716 5.856 -0.0300 0.0099 -0.0795
H -3.712 -1.507 3.642 0.0716 -0.0394 -0.0514
C -1.290 3.904 3.044 -0.0930 -0.0292 0.0368
C 4.480 -0.397 1.250 -0.1057 0.0403 -0.0889
H -3.976 -4.038 -3.575 0.0785 0.3399 -0.0301
C 2.710 -4.356 2.821 0.0105 -0.0850 -0.0411
S 2.218 -0.361 2.963 0.3037 0.2973 0.6123
C -2.804 -3.128 2.571 -0.0048 -0.0946 0.0061
H 4.460 0.519 -0.736 0.0233 -0.0041 0.0014
C -3.485 -3.100 -3.306 0.7155 0.6960 1.4043
C -1.201 -2.477 0.948 0.3512 0.1522 -0.3327
H -0.690 3.112 -0.684 -0.0255 -0.0735 -0.1486
N -1.940 1.544 -3.225 0.2335 0.4674 0.2798
H 3.551 -2.142 -4.227 -0.1071 -0.1420 0.0411
C -2.249 -0.766 -2.687 -0.1460 0.1346 -1.1955
C -0.094 3.858 2.302 -0.0156 0.2013 0.0937
O 1.383 -0.438 1.641 -0.6048 -0.0605 -1.1712
C -1.052 2.372 -1.385 -0.0460 0.3285 -0.2027
H -1.568 4.803 3.580 0.0061 -0.0058 -0.0070
H 4.411 0.265 3.337 -0.0370 -0.0130 -0.0075
C 3.615 -3.532 4.906 0.0247 -0.0706 0.0238
C -1.878 -3.473 1.573 -0.1702 -0.0683 0.1884
C 3.816 -0.108 -0.122 0.2303 -0.2115 0.0914
N -0.623 1.608 1.649 0.1532 -0.0983 -0.1011
N -2.462 -1.648 -1.730 0.4839 0.2541 1.2342
H 3.609 1.365 2.210 0.0614 -0.0002 0.0826
H 3.648 -5.591 4.305 -0.0163 0.0525 -0.0108
O 0.846 -1.114 -1.107 -0.9872 0.8361 1.5079



The energy results, record by record, are as follows: -73684.237, -64855.638, -73548.240 eV.
The energy above the lowest of the compared OMol25 structures with the same formula, charge and spin results, record by record, are as follows: 0.000, 1.619, 0.000 eV.